Entry 1:
Molecular formula: C10H21IMnNO3P2
Method: DFT, wB97M-V/def2-TZVPD

Summary:
Electronic energy   -76309.1118 eV
Gap between HOMO and LUMO (spin up / spin down)   6.293 / 5.332 eV
E_HOMO (spin up / spin down)   -19.2 / -19.9 eV
Total charge   +3
2S+1   4

Cartesian coordinates (Å):
C -6.10 -1.03 -2.45
C -4.74 -1.52 -1.96
H -6.67 -1.93 -2.75
H -5.97 -0.34 -3.29
H -6.61 -0.48 -1.64
O -4.39 -2.67 -1.93
I -3.28 -0.01 -1.27
Mn 1.15 0.09 0.45
P 0.06 0.11 2.38
C 0.72 -1.10 3.58
C 0.20 1.67 3.31
H -0.31 1.57 4.27
H -2.10 -0.19 3.39
H -0.25 2.48 2.73
H -2.24 0.44 1.72
H 1.78 -0.90 3.75
H 1.25 1.91 3.50
C -1.72 -0.26 2.37
H 0.17 -1.01 4.53
H -1.88 -1.28 2.00
H 0.61 -2.12 3.20
P 1.64 0.46 -1.68
C 2.99 -0.59 -2.29
C 0.33 0.20 -2.91
H 1.51 2.87 -1.78
H 2.54 2.20 -3.08
H 3.16 2.33 -1.42
C 2.27 2.13 -2.02
H -0.54 0.83 -2.69
H 0.73 0.46 -3.90
H 3.22 -0.33 -3.33
H 2.71 -1.64 -2.24
H 0.02 -0.85 -2.91
H 3.88 -0.43 -1.68
C 1.84 -1.59 0.57
O 2.55 -2.53 0.77
O 4.94 1.06 2.00
C 3.83 1.03 1.57
N 2.71 0.96 1.13

Löwdin atomic charge list, values in e, 2 entries: -0.002 -0.657

Entry 2:
Molecular formula: C35H55CuN4OP2
Method: DFT, wB97M-V/def2-TZVPD

Summary:
Electronic energy   -108405.8601 eV
Gap between HOMO and LUMO (spin up / spin down)   6.920 / 6.224 eV
E_HOMO (spin up / spin down)   -9.9 / -9.9 eV
Total charge   +1
2S+1   2

Cartesian coordinates (Å):
C 2.11 -1.34 -0.92
C 1.09 0.53 -1.98
C 3.02 -1.46 -1.96
C 1.98 0.43 -3.06
C 2.97 -0.56 -3.04
H 3.76 -2.27 -1.94
H 1.89 1.13 -3.90
H 3.68 -0.65 -3.87
N 1.19 -0.33 -0.92
P 0.25 -2.48 0.83
P -0.33 2.13 -0.18
C 2.03 -2.32 0.23
H 2.51 -3.28 -0.05
H 2.57 -1.92 1.11
C -1.72 -0.14 1.98
O -2.62 -0.11 2.74
C -0.09 1.46 -1.95
H -0.01 2.22 -2.73
C -1.96 3.16 -0.23
C 1.15 3.32 0.11
C -0.60 -3.67 -0.41
C 0.41 -3.36 2.52
C -3.09 2.33 0.41
H -3.05 2.40 1.51
H -4.06 2.74 0.08
H -3.05 1.26 0.15
C -1.83 4.44 0.62
H -1.63 4.21 1.68
H -1.06 5.14 0.25
H -2.80 4.97 0.58
C -2.35 3.53 -1.68
H -2.99 4.43 -1.66
H -1.47 3.76 -2.30
H -2.91 2.72 -2.15
C 1.07 3.92 1.53
H 0.41 3.32 2.18
H 2.08 3.91 1.97
H 0.71 4.96 1.54
C 2.46 2.49 0.05
H 2.35 1.50 0.51
H 2.82 2.37 -0.99
H 3.24 3.04 0.61
C 1.24 4.43 -0.95
H 0.49 4.31 -1.76
H 1.05 5.40 -0.47
H 2.24 4.48 -1.41
C -1.00 -3.55 3.11
H -0.92 -4.10 4.06
H -1.48 -2.57 3.32
H -1.67 -4.13 2.45
C 1.20 -2.45 3.48
H 2.15 -2.10 3.05
H 0.61 -1.57 3.78
H 1.43 -3.03 4.39
C 1.16 -4.71 2.43
H 1.94 -4.68 1.65
H 1.67 -4.90 3.39
H 0.50 -5.56 2.22
C -0.09 -3.27 -1.81
H 0.95 -3.59 -1.99
H -0.73 -3.76 -2.57
H -0.17 -2.18 -1.96
C -2.11 -3.38 -0.34
H -2.43 -2.83 -1.25
H -2.66 -4.34 -0.30
H -2.39 -2.80 0.55
C -0.31 -5.17 -0.23
H 0.77 -5.39 -0.17
H -0.81 -5.60 0.66
H -0.71 -5.71 -1.11
Cu -0.30 -0.13 0.68
N -1.58 -0.28 -1.09
C -1.32 0.46 -2.09
C -2.06 0.34 -3.45
C -1.62 1.38 -4.50
C -1.79 -1.07 -4.02
C -3.58 0.47 -3.20
H -1.78 2.42 -4.16
H -0.55 1.26 -4.76
H -2.20 1.24 -5.43
H -2.19 -1.83 -3.33
H -2.28 -1.19 -5.00
H -0.71 -1.25 -4.15
H -4.03 1.18 -3.92
H -4.06 -0.51 -3.31
H -3.79 0.85 -2.18
N 5.62 0.36 3.81
C 4.47 0.51 3.72
C 3.05 0.71 3.62
C 2.38 1.35 4.65
C 1.02 1.58 4.52
C 0.35 1.13 3.38
N 0.98 0.45 2.35
C 2.34 0.29 2.48
H 2.90 1.70 5.53
H 0.48 2.11 5.29
H -0.68 1.40 3.37
H 2.94 -0.13 1.71

Löwdin atomic charge list, values in e, 2 entries: -0.320 -0.286

Entry 3:
Molecular formula: C4H11NO
Method: DFT, wB97M-V/def2-TZVPD

Summary:
Electronic energy   -7852.4975 eV
Gap between HOMO and LUMO (spin up / spin down)   9.968 / 3.589 eV
E_HOMO (spin up / spin down)   -13.9 / -13.7 eV
Total charge   +1
2S+1   2

Cartesian coordinates (Å):
C 2.03 -0.34 -0.04
O 2.22 -0.68 1.38
C 0.73 0.33 -0.29
C -0.55 -0.36 0.24
C -1.87 -0.18 -0.51
N -2.30 1.19 -0.86
H 2.82 0.29 -0.17
H 2.07 -1.28 -0.57
H 1.40 -0.20 1.60
H 0.71 1.36 0.07
H 0.50 0.54 -1.35
H -0.27 -1.42 0.31
H -0.82 -0.03 1.27
H -2.73 -0.83 -0.02
H -1.64 -0.66 -1.41
H -3.24 1.00 -1.23
H -2.49 1.66 0.05

Löwdin atomic charge list, values in e, 2 entries: -0.212 -0.042

Entry 4:
Molecular formula: C25H13BeF10N5S2
Method: DFT, wB97M-V/def2-TZVPD

Summary:
Electronic energy   -82834.5506 eV
Gap between HOMO and LUMO   6.546 eV
E_HOMO   -2.0 eV
Total charge   -2
2S+1   1

Cartesian coordinates (Å):
Be -0.18 0.11 0.22
C 3.18 0.46 3.42
N 1.76 0.26 3.64
C 1.38 -1.11 3.35
C 1.32 -1.53 1.90
N 0.03 -1.21 1.30
C -0.91 -2.21 1.22
C -0.65 -3.46 0.68
F 0.63 -3.61 0.21
C -1.61 -4.47 0.74
F -1.34 -5.78 0.37
C -2.86 -4.20 1.22
F -3.77 -5.22 1.26
C -3.08 -3.01 1.92
F -4.27 -2.75 2.51
C -2.11 -2.02 1.91
F -2.22 -0.95 2.72
C 0.86 1.28 3.13
C 1.12 1.96 1.73
N 1.13 1.13 0.60
C 1.97 1.67 -0.37
C 3.06 0.92 -1.04
F 3.26 -0.37 -0.68
C 3.89 1.48 -1.90
F 4.93 0.84 -2.42
C 3.71 2.84 -2.32
F 4.44 3.29 -3.37
C 2.80 3.60 -1.61
F 2.50 4.82 -2.03
C 1.99 3.06 -0.59
F 1.03 3.84 -0.09
H 3.41 1.42 3.86
H 3.52 0.19 2.42
H 3.67 -0.30 4.05
H 0.41 -1.51 3.82
H 2.23 -1.74 3.74
H 1.72 -2.57 1.83
H 2.06 -0.87 1.35
H 0.91 2.17 3.81
H -0.14 0.78 3.19
H 2.03 2.53 1.90
H 0.30 2.70 1.77
S 0.06 -0.53 -1.98
C -1.47 -0.02 -2.70
C -1.82 -0.19 -4.07
C -2.96 0.39 -4.58
C -3.27 0.36 -5.99
N -3.40 0.39 -7.14
C -3.94 0.96 -3.71
C -3.64 1.01 -2.33
C -2.43 0.57 -1.82
S -2.32 0.53 -0.02
C -5.18 1.43 -4.17
N -6.27 1.80 -4.36
H -1.21 -0.65 -4.87
H -4.30 1.50 -1.64

Löwdin atomic charge list, values in e, 2 entries: -0.129 -0.107

Entry 5:
Molecular formula: C27H43BrO2PS2W
Method: DFT, wB97M-V/def2-TZVPD

Summary:
Electronic energy   -135620.2796 eV
Gap between HOMO and LUMO (spin up / spin down)   6.829 / 6.613 eV
E_HOMO (spin up / spin down)   -7.2 / -6.8 eV
2S+1   2

Cartesian coordinates (Å):
W 0.06 0.29 0.38
C -2.11 -0.55 0.61
C -2.13 0.88 0.77
C -1.59 1.12 2.10
C -1.37 -0.16 2.70
C -1.75 -1.19 1.83
C -2.02 -2.63 2.19
C -3.26 -2.63 3.11
C -2.33 -3.46 0.94
C -0.85 -3.28 2.93
C -1.59 2.37 2.98
C -1.03 3.64 2.30
C -0.75 2.13 4.24
C -3.04 2.60 3.42
C -3.04 1.65 -0.21
C -4.50 1.36 0.19
C -2.82 1.10 -1.64
C -2.86 3.16 -0.27
H -2.57 -1.07 -0.21
H -1.02 -0.32 3.71
H -4.08 -2.09 2.65
H -3.02 -2.15 4.07
H -3.58 -3.65 3.31
H -3.27 -3.14 0.48
H -2.43 -4.51 1.21
H -1.53 -3.37 0.21
H -0.54 -2.67 3.78
H -0.01 -3.41 2.26
H -1.14 -4.26 3.31
H 0.00 3.82 2.63
H -1.62 4.52 2.58
H -1.00 3.56 1.23
H 0.25 1.78 3.98
H -1.21 1.41 4.92
H -0.65 3.07 4.78
H -3.66 2.97 2.60
H -3.08 3.33 4.23
H -3.48 1.66 3.78
H -4.67 0.29 0.32
H -5.18 1.72 -0.58
H -4.75 1.86 1.13
H -3.39 0.19 -1.82
H -1.76 0.89 -1.82
H -3.14 1.84 -2.38
H -3.02 3.64 0.69
H -3.60 3.57 -0.97
H -1.87 3.43 -0.64
C 2.84 -4.18 -2.39
C 3.38 -3.86 -1.02
O 3.37 -2.45 -0.75
P 2.15 -1.69 -0.05
S 2.81 0.10 0.52
S 0.53 -1.65 -1.24
O 1.77 -2.62 1.21
C 2.42 -2.51 2.49
C 3.73 -3.27 2.52
H 3.01 -5.23 -2.62
H 3.35 -3.57 -3.14
H 1.77 -3.98 -2.45
H 4.43 -4.15 -0.94
H 2.82 -4.38 -0.24
H 1.71 -2.91 3.22
H 2.59 -1.45 2.72
H 3.56 -4.34 2.36
H 4.21 -3.14 3.49
H 4.40 -2.90 1.75
Br 2.28 6.45 -1.68
C 1.67 4.72 -1.17
C 1.95 4.25 0.10
C 1.50 2.99 0.45
C 0.73 2.18 -0.41
C 0.49 2.70 -1.68
C 0.95 3.96 -2.07
H 2.53 4.84 0.79
H 1.76 2.62 1.44
H -0.07 2.12 -2.41
H 0.75 4.33 -3.07

Löwdin atomic charge list, values in e, 2 entries: 1.139 -0.200

Entry 6:
Molecular formula: C3H10N
Method: DFT, wB97M-V/def2-TZVPD

Summary:
Electronic energy   -4754.7355 eV
Gap between HOMO and LUMO   9.803 eV
E_HOMO   -13.9 eV
Total charge   +1
2S+1   1

Cartesian coordinates (Å):
N 0.29 -1.33 1.92
H 1.05 -0.64 2.21
H -0.48 -0.72 1.64
H 0.13 -2.01 2.64
H 0.63 -1.76 1.14
C 0.92 1.14 -1.24
C -0.08 0.12 -0.63
C -1.41 0.40 -0.56
H 1.11 2.12 -0.63
H 0.49 1.60 -2.17
H 2.02 0.77 -1.44
H 0.24 -1.00 -0.78
H -2.12 -0.40 -0.59
H -1.74 1.36 -0.89

Löwdin atomic charge list, values in e, 2 entries: 0.333 0.202

Entry 7:
Molecular formula: C3H4O3
Method: DFT, wB97M-V/def2-TZVPD

Summary:
Electronic energy   -9313.4877 eV
Gap between HOMO and LUMO (spin up / spin down)   7.974 / 8.697 eV
E_HOMO (spin up / spin down)   -8.5 / -8.8 eV
2S+1   1

Cartesian coordinates (Å):
C -3.14 0.19 -0.28
C -0.48 -1.59 0.74
C -0.06 0.22 -0.67
O -4.29 0.40 -0.42
O -1.29 -2.16 0.09
O 0.04 -0.48 0.66
H -2.72 -0.79 -0.46
H -0.91 -0.27 -1.21
H 0.91 0.22 -1.13
H -0.25 1.33 -0.54

Löwdin atomic charge list, values in e, 2 entries: -0.039 -0.357

Entry 8:
Molecular formula: ClH2N2P
Method: DFT, wB97M-V/def2-TZVPD

Summary:
Electronic energy   -24821.4246 eV
Gap between HOMO and LUMO (spin up / spin down)   8.021 / 8.020 eV
E_HOMO (spin up / spin down)   -8.6 / -8.6 eV
2S+1   1

Cartesian coordinates (Å):
N -0.86 -0.67 0.33
N -1.36 0.45 0.22
P -0.15 -2.00 0.46
Cl 2.22 0.41 -0.22
H -0.78 1.06 -0.41
H 0.94 0.75 -0.36

Löwdin atomic charge list, values in e, 2 entries: -0.767 -0.017

Entry 9:
Molecular formula: C44H57N3O28S3
Method: DFT, wB97M-V/def2-TZVPD

Summary:
Electronic energy   -140839.9257 eV
Gap between HOMO and LUMO   8.782 eV
E_HOMO   -9.6 eV
2S+1   1

Cartesian coordinates (Å):
C 5.21 28.79 -15.03
C 4.80 30.30 -15.12
O 5.19 30.92 -13.93
S 6.34 30.02 -13.10
O 5.92 29.83 -11.70
O 7.68 30.45 -13.35
O 5.99 28.67 -13.92
H 5.77 28.48 -15.91
H 4.31 28.17 -14.94
H 3.72 30.38 -15.02
H 5.31 30.74 -15.98
C 16.65 31.26 -25.34
C 17.02 31.89 -24.01
O 17.70 33.08 -24.17
S 18.69 32.96 -25.40
O 19.81 32.27 -24.90
O 18.92 34.19 -26.24
O 17.62 31.84 -26.21
H 15.67 31.70 -25.50
H 16.64 30.18 -25.53
H 17.67 31.35 -23.33
H 16.15 32.15 -23.40
C 12.21 26.24 -22.70
C 10.91 25.41 -23.03
O 9.92 26.39 -22.77
S 10.51 27.95 -22.57
O 10.46 28.27 -21.09
O 9.84 28.83 -23.51
O 11.97 27.62 -23.06
H 12.97 25.63 -23.19
H 12.41 26.40 -21.65
H 10.75 24.49 -22.46
H 10.78 25.09 -24.06
C 11.30 32.89 -20.75
C 9.95 33.42 -20.82
C 9.29 33.82 -19.67
C 10.02 33.71 -18.43
C 11.38 33.25 -18.38
C 12.02 32.83 -19.53
N 9.27 33.94 -17.16
O 9.91 34.46 -16.29
O 8.10 33.79 -17.16
H 11.57 32.64 -21.77
H 9.41 33.27 -21.74
H 8.24 34.07 -19.71
H 11.89 33.18 -17.43
H 13.02 32.43 -19.56
C -0.14 33.12 -24.06
C 1.21 33.44 -24.12
C 2.01 33.12 -23.10
C 1.46 32.58 -21.92
C 0.08 32.28 -21.81
C -0.72 32.54 -22.96
N 2.44 32.27 -20.84
O 3.48 32.96 -20.88
O 2.14 31.41 -20.01
H -0.78 33.17 -24.93
H 1.71 33.95 -24.92
H 3.09 33.16 -23.16
H -0.38 31.88 -20.92
H -1.77 32.29 -22.89
C 10.01 32.50 -30.81
C 8.67 32.35 -31.15
C 7.75 32.47 -30.16
C 8.12 32.78 -28.80
C 9.54 33.00 -28.55
C 10.42 33.01 -29.62
N 7.15 32.80 -27.62
O 6.03 32.33 -27.74
O 7.53 33.27 -26.51
H 10.69 32.42 -31.65
H 8.39 32.23 -32.19
H 6.73 32.28 -30.46
H 9.86 33.25 -27.55
H 11.42 33.41 -29.52
O 16.08 31.72 -14.96
C 17.10 32.25 -15.43
O 18.16 31.42 -15.55
C 19.24 32.19 -16.21
C 18.46 33.30 -16.91
C 17.45 33.62 -15.98
H 19.79 31.57 -16.92
H 20.06 32.53 -15.58
H 18.06 32.92 -17.85
H 19.08 34.16 -17.16
H 16.59 34.21 -16.31
H 17.81 34.15 -15.10
O 12.49 41.36 -11.81
C 11.84 40.69 -12.60
O 12.13 40.58 -13.90
C 11.11 39.74 -14.48
C 9.83 40.06 -13.57
C 10.48 40.16 -12.28
H 11.23 38.66 -14.50
H 10.93 40.15 -15.47
H 9.16 39.21 -13.66
H 9.30 40.98 -13.82
H 10.70 39.19 -11.82
H 9.90 40.87 -11.70
O 5.26 39.39 -18.02
C 4.36 38.53 -18.18
O 3.77 38.39 -19.30
C 2.78 37.43 -19.37
C 2.69 36.88 -18.02
C 3.79 37.58 -17.18
H 3.20 36.61 -19.94
H 1.89 37.85 -19.84
H 2.69 35.79 -18.13
H 1.64 37.08 -17.81
H 4.53 36.92 -16.74
H 3.52 38.44 -16.57
O 17.02 29.00 -18.96
C 17.36 27.81 -19.07
O 17.12 26.98 -20.23
C 17.62 25.65 -19.97
C 17.85 25.56 -18.44
C 17.95 27.03 -17.97
H 18.46 25.41 -20.63
H 16.82 24.95 -20.21
H 18.68 24.98 -18.04
H 17.02 25.18 -17.84
H 19.01 27.29 -17.89
H 17.39 27.28 -17.06
O 12.99 25.34 -17.42
C 12.60 26.11 -16.63
O 13.32 26.94 -16.01
C 12.57 28.00 -15.39
C 11.18 27.44 -15.23
C 11.17 26.17 -16.10
H 12.54 28.84 -16.08
H 12.95 28.35 -14.43
H 10.34 28.10 -15.42
H 11.16 27.04 -14.21
H 10.56 26.24 -17.01
H 11.12 25.18 -15.64

Löwdin atomic charge list, values in e, 2 entries: -0.201 -0.171